Below is the ion C7H13N3O2PS with charge -1, with properties calculated with ωB97M-V/def2-TZVPD.

Output
E_HOMO (eV): -4.338
SMILES: CNCN[C@](N=C=S)(C(=O)[O-])P(C)C
Charge: -1
HOMO-LUMO gap (eV): 7.620

```
27
C7H13N3O2PS | the Open Molecules 2025 dataset | ωB97M-V/def2-TZVPD
C 2.4254 -1.2043 1.0578
N 1.2190 -1.4523 0.2761
C 1.2927 -0.9640 -1.1141
N 0.1343 -0.2703 -1.5986
C -0.3235 0.9108 -0.8814
N -1.0470 1.7227 -1.9186
C -1.5173 2.8219 -1.7998
S -2.2059 4.2386 -1.6837
C 0.9013 1.7815 -0.3619
O 1.7970 1.9593 -1.1908
O 0.7728 2.1826 0.7982
P -1.6449 0.6571 0.4486
C -2.4846 -0.8832 -0.0855
C -0.9564 0.2750 2.0868
H 3.3484 -1.3130 0.4718
H 2.4042 -0.1900 1.4597
H 2.4854 -1.9170 1.8813
H 1.0254 -2.4444 0.2752
H 2.1558 -0.3085 -1.2064
H 1.4569 -1.8151 -1.7844
H -0.6288 -0.9003 -1.8011
H -2.7690 -0.7449 -1.1312
H -1.8821 -1.7945 -0.0130
H -3.3938 -0.9889 0.5041
H -0.5629 1.1950 2.5005
H -0.1950 -0.5021 2.1147
H -1.8076 -0.0514 2.6958
```

What are the natural (NBO) partial charges on each atom? They are as follows, in elementary charge units: -0.418, -0.659, -0.065, -0.630, -0.085, -0.459, 0.279, -0.088, 0.752, -0.739, -0.748, 0.790, -0.964, -0.942, 0.160, 0.218, 0.180, 0.341, 0.222, 0.160, 0.349, 0.224, 0.202, 0.226, 0.266, 0.227, 0.203